{
  "formula": "C62H116In2N6O16",
  "method": "ωB97M-V/def2-TZVPD",
  "species": ["In", "In", "C", "O", "O", "O", "C", "O", "O", "O", "C", "C", "C", "O", "C", "C", "C", "O", "O", "O", "H", "H", "C", "C", "C", "C", "C", "C", "N", "O", "C", "C", "C", "H", "H", "H", "H", "H", "H", "H", "H", "H", "H", "H", "H", "H", "H", "H", "H", "H", "H", "H", "C", "C", "C", "C", "C", "C", "N", "O", "C", "C", "C", "H", "H", "H", "H", "H", "H", "H", "H", "H", "H", "H", "H", "H", "H", "H", "H", "H", "H", "H", "C", "C", "C", "C", "C", "C", "N", "O", "C", "C", "C", "H", "H", "H", "H", "H", "H", "H", "H", "H", "H", "H", "H", "H", "H", "H", "H", "H", "H", "H", "C", "C", "C", "C", "C", "C", "N", "O", "C", "C", "C", "H", "H", "H", "H", "H", "H", "H", "H", "H", "H", "H", "H", "H", "H", "H", "H", "H", "H", "H", "C", "C", "C", "C", "C", "C", "N", "O", "C", "C", "C", "H", "H", "H", "H", "H", "H", "H", "H", "H", "H", "H", "H", "H", "H", "H", "H", "H", "H", "H", "C", "C", "C", "C", "C", "C", "N", "O", "C", "C", "C", "H", "H", "H", "H", "H", "H", "H", "H", "H", "H", "H", "H", "H", "H", "H", "H", "H", "H", "H"],
  "positions_angstrom": [[-1.700, 2.678, -2.471], [1.917, -1.097, -2.159], [1.671, 2.212, -2.941], [0.873, 1.433, -3.500], [1.146, 3.205, -2.421], [2.792, 1.754, -2.504], [-0.610, 0.324, -0.226], [0.456, -0.052, 0.295], [-1.257, 1.332, 0.060], [-0.829, -0.044, -1.400], [1.399, -0.891, -6.820], [0.258, -0.648, -7.548], [-1.090, -1.223, -7.100], [-2.137, -0.753, -7.670], [-1.191, -2.050, -6.033], [-0.052, -2.278, -5.158], [1.325, -1.750, -5.702], [2.258, -1.906, -4.905], [-0.118, -2.670, -3.973], [0.473, 0.090, -8.626], [2.394, -0.547, -7.058], [-2.133, -2.526, -5.805], [0.782, -4.078, 2.989], [0.987, -4.797, 1.623], [0.399, -6.175, 1.742], [-1.124, -6.272, 1.765], [-1.547, -5.500, 0.489], [-1.011, -4.098, 0.168], [0.433, -4.121, 0.460], [0.939, -2.871, 0.292], [-1.164, -3.925, -1.320], [-1.865, -3.057, 0.909], [2.478, -5.113, 1.369], [-0.271, -3.932, 3.228], [1.129, -3.051, 2.873], [1.235, -4.501, 3.886], [0.638, -6.760, 0.854], [0.927, -6.721, 2.524], [-1.582, -5.819, 2.644], [-1.526, -7.284, 1.736], [-2.610, -5.421, 0.715], [-1.616, -6.149, -0.385], [-2.192, -4.116, -1.627], [-1.005, -2.900, -1.655], [-0.457, -4.522, -1.896], [-1.353, -2.812, 1.839], [-1.739, -2.149, 0.320], [-2.909, -3.251, 1.155], [3.040, -4.236, 1.046], [2.548, -5.798, 0.524], [2.953, -5.553, 2.245], [0.180, -2.321, 0.498], [7.084, -2.709, -2.586], [5.722, -2.398, -3.262], [5.711, -2.924, -4.746], [5.470, -4.374, -5.011], [4.224, -4.759, -4.220], [4.181, -4.428, -2.692], [4.567, -3.033, -2.566], [4.625, -2.636, -1.143], [2.702, -4.604, -2.337], [5.048, -5.492, -1.780], [5.494, -0.916, -3.326], [7.254, -2.167, -1.655], [7.919, -2.397, -3.213], [7.365, -3.719, -2.289], [5.076, -2.356, -5.426], [6.691, -2.733, -5.184], [6.349, -4.879, -4.610], [5.452, -4.814, -6.008], [4.062, -5.836, -4.250], [3.447, -4.272, -4.810], [1.942, -4.284, -3.050], [2.435, -5.643, -2.145], [2.529, -4.198, -1.341], [5.022, -5.412, -0.693], [4.573, -6.460, -1.938], [6.111, -5.524, -2.019], [5.164, -0.415, -2.416], [4.863, -0.560, -4.141], [6.433, -0.394, -3.509], [5.450, -3.006, -0.821], [0.204, 5.185, -0.140], [-0.897, 5.915, 0.654], [-0.774, 7.427, 0.329], [-2.100, 8.209, 0.441], [-3.198, 7.591, 1.356], [-3.554, 6.162, 0.862], [-2.285, 5.492, 0.271], [-2.385, 4.175, 0.084], [-4.272, 5.442, 2.110], [-4.560, 6.255, -0.295], [-0.562, 5.712, 2.145], [0.063, 5.330, -1.211], [0.437, 4.141, 0.067], [1.133, 5.714, 0.072], [-0.235, 7.875, 1.164], [-0.229, 7.681, -0.580], [-2.425, 8.301, -0.595], [-1.840, 9.227, 0.729], [-4.085, 8.209, 1.220], [-3.077, 7.651, 2.438], [-3.457, 5.026, 2.701], [-4.868, 6.103, 2.740], [-4.931, 4.624, 1.820], [-4.981, 5.299, -0.605], [-5.424, 6.893, -0.109], [-4.186, 6.535, -1.280], [0.318, 6.259, 2.485], [-0.367, 4.660, 2.351], [-1.458, 5.943, 2.722], [-2.191, 3.869, 0.973], [-0.148, 2.328, 4.158], [-1.317, 1.270, 4.378], [-1.487, 1.068, 5.966], [-2.705, 0.361, 6.398], [-3.931, 1.178, 5.826], [-3.889, 1.379, 4.238], [-2.536, 1.829, 3.787], [-2.477, 2.166, 2.449], [-4.344, 0.065, 3.534], [-4.809, 2.642, 3.950], [-1.000, -0.125, 3.851], [-0.417, 3.274, 4.627], [0.015, 2.425, 3.085], [0.820, 2.018, 4.553], [-0.710, 0.372, 6.283], [-1.304, 2.007, 6.487], [-2.645, 0.241, 7.480], [-2.833, -0.681, 6.106], [-3.937, 2.166, 6.287], [-4.824, 0.674, 6.194], [-4.281, -0.042, 2.451], [-3.728, -0.742, 3.930], [-5.309, -0.280, 3.907], [-4.428, 3.629, 4.212], [-4.943, 2.737, 2.872], [-5.821, 2.508, 4.332], [-0.029, -0.427, 4.242], [-0.983, -0.120, 2.761], [-1.709, -0.905, 4.129], [-2.157, 1.404, 1.961], [3.600, -1.495, 2.439], [3.910, -0.048, 2.735], [5.152, -0.063, 3.717], [5.914, 1.249, 3.677], [6.379, 1.601, 2.199], [5.176, 1.661, 1.236], [4.207, 0.535, 1.419], [3.254, 0.354, 0.387], [4.508, 3.072, 1.526], [5.774, 1.535, -0.125], [2.696, 0.630, 3.456], [4.339, -1.951, 1.780], [2.619, -1.452, 1.966], [3.416, -2.038, 3.367], [4.705, -0.110, 4.710], [5.860, -0.886, 3.611], [6.860, 1.214, 4.217], [5.315, 2.091, 4.023], [7.134, 0.902, 1.839], [6.876, 2.566, 2.296], [5.092, 3.964, 1.299], [3.669, 3.333, 0.881], [4.096, 3.101, 2.535], [5.101, 1.958, -0.870], [6.645, 2.187, -0.047], [6.056, 0.535, -0.454], [2.935, 1.601, 3.890], [2.317, -0.018, 4.246], [1.924, 0.809, 2.708], [2.514, 0.852, 0.742], [-6.765, 0.573, -1.356], [-5.179, 0.688, -1.173], [-4.595, -0.575, -0.468], [-4.610, -1.840, -1.452], [-3.902, -1.495, -2.763], [-4.416, -0.167, -3.446], [-4.452, 0.939, -2.455], [-4.809, 2.156, -3.006], [-3.441, 0.173, -4.561], [-5.675, -0.489, -4.134], [-4.918, 1.861, -0.160], [-7.125, 1.431, -1.924], [-7.409, 0.551, -0.477], [-7.030, -0.273, -1.990], [-3.568, -0.375, -0.165], [-5.174, -0.835, 0.418], [-5.635, -2.159, -1.637], [-4.062, -2.731, -1.145], [-3.991, -2.375, -3.400], [-2.822, -1.412, -2.645], [-3.797, 0.961, -5.226], [-2.467, 0.523, -4.220], [-3.209, -0.719, -5.144], [-6.253, 0.397, -4.395], [-5.424, -0.958, -5.086], [-6.366, -1.225, -3.722], [-5.212, 2.820, -0.587], [-3.890, 1.843, 0.203], [-5.647, 1.690, 0.631], [-5.659, 2.061, -3.441]],
  "forces_ev_per_angstrom": [[0.1, -0.2, 0.7], [0.1, 0.2, 0.5], [0.6, -2.3, 3.5], [-0.6, -1.2, -2.1], [0.0, 2.2, 0.0], [-0.5, 0.7, -1.3], [3.0, 1.7, -1.1], [0.2, -1.1, 1.6], [-2.1, 1.9, 2.1], [-0.8, -2.2, -3.2], [0.9, -1.5, 1.1], [0.3, 3.3, -5.3], [-2.6, 4.3, -4.1], [2.7, -1.5, 1.2], [1.0, -2.3, 2.5], [0.3, 0.2, 1.6], [-0.1, -0.7, 3.5], [-0.2, 0.0, -1.2], [0.0, 0.6, -3.0], [-1.9, -2.9, 4.1], [-0.1, 0.5, -0.3], [-0.1, 0.1, 0.0], [-0.3, 1.2, -0.6], [0.4, -0.6, 1.4], [-0.8, -1.9, -0.2], [0.9, 1.3, -0.5], [-2.3, -1.1, 0.9], [-0.2, -2.5, 0.5], [-0.9, -2.1, -0.2], [0.7, 1.7, -0.3], [-0.1, 0.9, -0.9], [1.7, 1.2, 0.4], [0.0, 0.9, -0.5], [-0.2, -0.4, -0.1], [0.4, 0.1, 0.2], [0.3, -0.3, -0.4], [0.4, 0.1, -0.4], [-0.2, 0.2, 0.4], [0.1, 0.2, 0.1], [0.3, -0.1, -0.2], [-0.4, 0.6, -0.5], [0.9, -0.1, -0.1], [-0.1, -0.4, 0.0], [0.2, 0.2, 0.2], [-0.2, -0.3, 0.2], [-0.2, 0.0, 0.4], [-0.8, 0.4, 0.0], [0.2, -0.3, -0.5], [0.0, 0.3, 0.3], [0.0, -0.2, 0.1], [-0.1, 0.0, 0.0], [0.5, 1.3, 0.3], [0.7, 0.2, 0.3], [-0.5, -2.0, -0.7], [1.0, 0.9, -1.5], [0.6, -1.5, 2.4], [0.8, -0.9, -0.1], [0.5, -0.8, -0.5], [-0.2, 1.4, 1.5], [-0.6, -0.3, -1.6], [-0.2, -0.4, 1.5], [-0.8, 0.6, -1.1], [0.6, 1.7, 0.1], [-0.4, 0.5, 0.0], [-0.2, 0.2, -0.3], [-0.7, -0.4, -0.4], [-0.6, 0.4, 0.6], [0.3, 0.4, 0.3], [0.1, -0.4, 0.4], [-0.4, 1.0, -0.4], [-0.2, -0.1, -0.3], [-0.6, 0.1, 0.7], [0.4, 0.6, -0.1], [0.4, -0.4, -0.3], [-0.2, 0.5, -0.1], [-0.5, 0.8, 0.0], [0.3, -0.1, -0.4], [-0.1, -0.1, -0.4], [-0.3, -0.5, 0.3], [-0.4, -0.5, 0.1], [0.4, -0.2, -0.2], [0.3, -0.2, 0.2], [-0.1, 0.6, -0.5], [0.2, 0.4, 0.0], [-0.6, 0.4, 1.9], [0.2, -0.2, -0.4], [0.3, 0.2, -1.5], [-0.1, -0.2, 0.4], [-0.1, 4.2, -0.1], [-0.3, -2.2, 0.4], [1.3, -0.3, -1.3], [-0.4, -0.6, -0.9], [-0.9, -0.8, 0.1], [-0.2, -0.2, -0.1], [-0.6, -0.1, 0.1], [0.1, 0.1, 0.2], [0.8, -0.3, -0.2], [-0.2, -0.3, -0.1], [-0.9, -0.1, 0.1], [-0.2, 0.1, 0.2], [-0.2, -0.1, -0.2], [0.9, -0.2, 0.0], [-0.2, -0.1, 0.3], [0.2, 0.4, -0.2], [0.2, 0.0, -0.2], [0.0, -0.5, 0.7], [0.1, 0.1, 0.4], [0.8, 0.7, 0.3], [-0.2, 0.2, -0.1], [0.0, -0.2, 0.0], [0.3, 0.4, 0.4], [-0.1, -1.7, 0.3], [-0.8, -1.3, -0.2], [0.3, 0.3, 1.5], [1.6, -0.3, -1.7], [-2.3, 0.8, -0.5], [1.2, -0.6, 0.1], [-0.2, 1.1, 0.2], [-0.6, 0.3, 2.8], [0.0, 0.2, -0.1], [0.2, -0.4, 1.1], [-0.3, -1.3, -1.1], [0.5, 0.0, -0.6], [-0.2, 0.0, -0.2], [-0.1, 0.4, -0.1], [-0.3, -0.3, 0.3], [0.8, 0.4, -0.3], [-0.4, 0.1, 0.0], [-0.6, 0.6, 0.3], [0.5, 0.0, -0.7], [0.1, 0.1, -0.1], [-0.4, 0.1, -0.6], [-0.1, 0.7, 0.0], [0.4, 0.0, -0.1], [-0.5, 0.5, -0.3], [0.4, -0.5, 0.7], [0.0, -0.3, -0.2], [0.0, -0.1, 0.3], [0.1, -0.1, -0.3], [0.4, -0.1, -0.2], [-0.1, 0.3, 0.3], [0.2, -0.4, -0.7], [-1.6, 0.1, 0.3], [0.6, -0.2, 0.3], [-0.6, 1.6, -0.2], [1.1, 0.3, -2.0], [-1.2, -0.9, 2.0], [-1.1, 0.4, 0.8], [2.6, 0.3, 0.8], [0.7, 0.5, 1.3], [-0.6, -0.3, -1.0], [-0.2, 1.4, -1.1], [0.8, -0.2, -0.7], [-0.1, 0.0, 0.2], [0.0, -0.6, -0.5], [0.4, -0.3, 0.1], [0.0, -0.5, 0.1], [-0.3, -0.2, -0.4], [-0.2, -0.1, 0.6], [0.0, -0.1, 0.2], [-0.1, -0.3, 0.1], [-0.2, 0.2, -0.5], [0.9, -0.3, 0.5], [-0.5, -0.8, -0.3], [0.3, 0.1, 0.1], [0.0, -0.1, -0.2], [0.3, -0.1, -0.7], [0.0, -0.1, 0.5], [0.2, 0.0, 0.0], [-0.1, 0.0, 0.0], [-0.3, -0.2, 0.1], [-0.9, 0.1, -0.6], [0.9, 0.0, -1.0], [-0.9, 0.3, 1.3], [-0.1, -1.6, -1.8], [0.6, 1.4, 0.1], [-0.1, 1.0, 0.1], [1.5, -1.1, 0.7], [0.5, -1.6, 1.4], [0.2, 0.6, -0.4], [0.9, 0.5, -0.1], [-2.0, -0.5, -1.5], [-0.8, -0.7, -1.0], [0.1, 0.3, 0.0], [0.6, -0.1, 0.4], [0.0, -0.2, 0.3], [0.1, 0.1, 0.0], [-0.1, 0.3, 0.0], [-0.1, 0.1, 0.0], [-0.1, 0.1, 0.9], [-0.4, 0.2, -0.6], [0.1, 0.3, 0.5], [-0.2, -0.1, -0.1], [0.1, 0.0, 0.5], [-0.4, 0.1, -0.1], [-0.2, 0.1, -0.1], [0.0, 0.1, -0.2], [0.1, 0.2, 0.7], [0.4, 0.1, -0.1], [-0.1, 0.2, 0.0], [0.3, 0.0, 0.4], [-0.6, 0.0, -0.2]],
  "e_homo_ev": -7.5066,
  "energy_ha": -4343.87113,
  "lumo_energy_ha": -0.189,
  "charge": 0,
  "homo_lumo_gap_ev": 2.358
}